Entry 1:
Computed, not measured: a molecular structure, C10H7AuF2N6O4S, with the ωB97M-V functional and the def2-TZVPD basis.

```
! RIJCOSX wB97M-V def2-TZVPD def2/J DEFGRID3
* xyz 0 1
Au -1.4735 0.5641 -1.1384
O -2.6568 -0.2541 1.1480
N -2.7307 0.9578 1.3017
O -3.1477 1.5496 2.2547
O -2.2912 1.7085 0.2725
F -3.2847 -0.2041 -3.1986
C -3.2933 0.4341 -2.0138
F -3.7687 1.6818 -2.2267
H -3.9485 -0.0990 -1.3192
N 3.7500 0.0443 3.6631
C 3.7108 0.9310 2.6574
S 4.8713 2.0633 2.4295
C 2.5324 0.8002 1.7396
C 1.7539 -0.3521 1.6737
C 0.6800 -0.3999 0.8050
N 0.3615 0.6320 0.0250
C 1.0978 1.7439 0.0716
C 2.1905 1.8622 0.9048
H 4.5164 0.1035 4.3127
H 2.9855 -0.5688 3.8822
H 1.9637 -1.2390 2.2539
H 0.0453 -1.2760 0.7273
H 0.7958 2.5536 -0.5788
H 2.7769 2.7684 0.9228
O -0.3615 -0.1143 -2.6928
N -0.4894 -1.1125 -3.5151
C -1.0254 -2.2215 -3.1095
C -1.1220 -3.3022 -4.0452
N -1.2161 -4.1875 -4.7697
C -1.4538 -2.4567 -1.7669
N -1.7685 -2.6106 -0.6709
*
```

For the energy, the calculation gives -1748.1244 Eh. Its HOMO energy is -9.50 eV. Its LUMO energy is -1.56 eV.

***

Entry 2:
Computed, not measured: a molecular structure, C10H7Cl5F6N2O3PdSb, with the ωB97M-V functional and the def2-TZVPD basis.

```
! RIJCOSX wB97M-V def2-TZVPD def2/J DEFGRID3
* xyz -2 2
Pd -0.1079 0.7256 0.0902
C -4.4998 1.5110 0.2932
C -3.0574 1.1051 0.2000
N -2.0930 1.8756 0.5203
O -2.4212 3.1167 0.9686
C -2.7322 -0.2279 -0.3158
C -3.7956 -1.1705 -0.7770
N -1.4796 -0.5735 -0.4380
O -1.0615 -1.6130 -0.9584
H -4.5730 2.5307 0.6550
H -5.0442 0.8481 0.9695
H -4.9717 1.4445 -0.6899
H -1.5246 3.5271 1.1738
H -4.3203 -0.7809 -1.6556
H -4.5374 -1.3427 0.0076
H -3.3325 -2.1160 -1.0449
Cl 5.8810 -4.4948 -0.9584
C 4.4724 -3.6115 -0.4407
C 4.1922 -2.3398 -0.9567
Cl 5.2528 -1.6507 -2.1476
C 3.0877 -1.6346 -0.5331
Cl 2.6898 -0.0842 -1.1580
C 2.1761 -2.1159 0.4705
O 1.2089 -1.4474 0.8750
C 2.4888 -3.4393 0.9428
Cl 1.3988 -4.1107 2.1130
C 3.5965 -4.1448 0.5078
Cl 3.9131 -5.7339 1.1448
F -0.1732 0.5324 2.0231
Sb 1.3854 2.9310 0.3906
F 1.1291 4.4268 -0.7460
F 3.1269 2.9313 -0.4300
F 2.3522 3.5774 1.8820
F -0.1518 1.2031 -1.8086
F -0.0799 3.9311 1.3961
*
```

As for the expectation value of S²: 0.761. For the energy, the calculation gives -3988.8586 Eh. Its HOMO energy (alpha / beta) is -2.07 / -2.05 eV. As for the energy relative to the best compared isomer or geometry (same formula, charge and spin): 54.7 kcal/mol. Its LUMO energy (alpha / beta) is 4.34 / 4.04 eV.

***

Entry 3:
Computed, not measured: C10H7FN2O in the gas phase at a distorted geometry, with the ωB97M-V functional and the def2-TZVPD basis.

```
! RIJCOSX wB97M-V def2-TZVPD def2/J DEFGRID3
* xyz 0 1
C 1.3657 -0.8857 -2.1452
N 0.4478 -0.8281 -1.0443
C -0.6241 -1.6547 -0.9853
O -0.8189 -2.5244 -1.8016
C -1.5060 -1.3496 0.2057
F -1.6040 -2.4607 1.0813
C -2.8172 -0.9175 -0.1554
N -3.7461 -0.2924 -0.4285
C -0.5309 -0.0325 0.8588
C -0.8320 0.8528 1.8900
C 0.1639 1.8156 2.1574
C 1.1704 2.0707 1.2570
C 1.3564 1.2795 0.1284
C 0.5368 0.1874 -0.0559
H 0.9513 -1.2615 -3.1586
H 1.9207 -0.0641 -2.3518
H 2.0623 -1.6716 -1.7004
H -1.5985 0.9146 2.6369
H 0.0995 2.6147 2.9920
H 1.9679 2.8472 1.3226
H 2.0349 1.3603 -0.7032
*
```

For the energy, the calculation gives -669.8101 Eh. As for the structure (SMILES): CN1C(=O)[C@](F)(C#N)c2ccccc21. Its HOMO energy is -9.07 eV. As for the energy relative to the best compared isomer or geometry (same formula, charge and spin): 2.0 kcal/mol. Its LUMO energy is -0.11 eV.

***

Entry 4:
Computed, not measured: a molecular structure, C10H7N3O6Pb at a distorted geometry, with the ωB97M-V functional and the def2-TZVPD basis.

```
! RIJCOSX wB97M-V def2-TZVPD def2/J DEFGRID3
* xyz 2 1
O -1.4392 -4.1997 0.6448
C -0.8991 -3.4110 0.0305
Pb 0.4203 -1.4401 -1.4519
O 1.3589 -3.4960 -3.6117
C 1.0165 -2.7845 -2.8380
C 1.3924 -0.0625 -2.5698
O 1.9082 0.6880 -3.1606
C 2.1238 -1.7241 -0.5023
O 3.0923 -1.8518 0.0266
C -1.1663 -1.0725 -2.5567
O -2.0603 -0.8277 -3.1925
C 0.0489 0.6244 3.6635
N -0.1782 0.8736 2.2268
C -0.5998 2.0958 1.8448
C -0.7984 2.3914 0.5333
C -0.5507 1.4266 -0.4785
N -0.1299 0.2009 -0.0839
C 0.0578 -0.1120 1.2656
O 0.4462 -1.2452 1.6286
N -0.7520 1.8439 -1.7677
H 0.8055 1.3409 4.0302
H 0.4004 -0.3890 3.8672
H -0.8963 0.7972 4.2092
H -0.7774 2.8633 2.5984
H -1.1318 3.3838 0.2510
H -1.0666 2.8049 -1.9826
H -0.6251 1.2814 -2.6243
*
```

For the energy, the calculation gives -1192.8240 Eh. Its HOMO energy (alpha / beta) is -14.27 / -14.32 eV. As for the energy relative to the best compared isomer or geometry (same formula, charge and spin): 0.0 kcal/mol. Its LUMO energy (alpha / beta) is -8.49 / -8.68 eV.

***

Entry 5:
Computed, not measured: 2 unconnected molecules or ions with the total composition C10H7NO4 at a distorted geometry, with the ωB97M-V functional and the def2-TZVPD basis.

```
! RIJCOSX wB97M-V def2-TZVPD def2/J DEFGRID3
* xyz 0 1
H -3.7432 2.1803 1.2460
N -2.6977 2.3140 0.9662
C -2.0842 1.2473 0.8748
O -2.2694 -0.1379 1.0443
C -1.0184 0.4463 0.5154
C 0.1867 -0.1640 0.3819
C 0.2130 -1.6292 0.5524
C 1.3241 -2.3242 0.2120
C 2.5499 -1.6124 -0.2840
C 2.5731 -0.2630 -0.3737
C 1.3990 0.5763 -0.0640
C 1.4284 1.9171 -0.2883
O 2.6422 2.4128 -0.7349
H -0.4261 -2.0313 1.3032
H 1.2720 -3.3462 0.5594
H 3.2892 -2.2446 -0.7185
H 3.2891 0.1648 -1.0690
H 0.6343 2.5848 0.0090
H 2.4192 3.3184 -1.1651
O -4.6479 -0.9902 -0.4167
C -3.6486 -1.1983 -0.9610
O -2.6845 -1.2208 -1.5894
*
```

For the energy, the calculation gives -740.8510 Eh. As for the structure (SMILES): [H]\N=C1/O/C1=c1\cccc\c1=C/O.O=C=O. Its HOMO energy (alpha / beta) is -7.62 / -7.62 eV. As for the energy relative to the best compared isomer or geometry (same formula, charge and spin): 104.9 kcal/mol. Its LUMO energy (alpha / beta) is -0.66 / -0.66 eV.

***

Entry 6:
Computed, not measured: a molecular structure, C10H8BaBrFN2O6S2 at a distorted geometry, with the ωB97M-V functional and the def2-TZVPD basis.

```
! RIJCOSX wB97M-V def2-TZVPD def2/J DEFGRID3
* xyz 2 1
N 0.2641 -2.0260 2.4603
C 0.9507 -1.8166 1.5593
O 1.7694 -1.5962 0.5811
C 1.8600 -0.2291 0.1323
S 2.9495 0.5497 1.4347
O 2.2328 0.2340 2.7088
O 3.1833 1.9242 1.2927
F 4.2367 -0.2698 1.5751
C 0.6016 0.5806 0.2029
C -0.3496 0.0036 -0.8554
C -1.7861 0.1188 -0.4330
C -2.6875 -0.8719 -0.7537
C -4.0006 -0.7394 -0.3367
C -4.3410 0.3850 0.3835
C -3.3619 1.3270 0.6581
N -2.0990 1.2084 0.2685
O -0.0843 0.7198 -2.0691
S 1.3306 0.3850 -2.7095
O 1.2112 -0.7574 -3.5368
O 1.8950 1.5829 -3.1903
C 2.4261 -0.2592 -1.3032
Br 4.1385 0.5803 -1.4937
H 0.8822 1.5836 -0.1258
H 0.1452 0.6998 1.1807
H -0.1419 -1.0570 -1.0242
H -2.3719 -1.7362 -1.3216
H -4.7297 -1.5027 -0.5619
H -5.3474 0.5333 0.7426
H -3.6186 2.2110 1.2258
H 2.5823 -1.3000 -1.5667
Ba 2.2604 -0.4653 4.8749
*
```

For the energy, the calculation gives -4441.9086 Eh. Its HOMO energy is -14.86 eV. Its LUMO energy is -8.16 eV.

***

Entry 7:
Computed, not measured: a molecular structure, C10H8BrCl3MnN2O2 at a distorted geometry, with the ωB97M-V functional and the def2-TZVPD basis.

```
! RIJCOSX wB97M-V def2-TZVPD def2/J DEFGRID3
* xyz -1 5
Mn -0.2298 -1.3415 0.5220
Br -1.7082 0.0433 -2.7392
C -1.3009 1.0918 -1.1582
C -1.5625 2.4582 -1.3791
C -1.3187 3.3052 -0.3118
C -0.9045 2.7905 0.9092
C -0.7166 1.4399 1.0268
N -0.8827 0.5844 -0.0093
C -0.2483 0.8297 2.3408
O 0.0335 1.5663 3.2880
O -0.1282 -0.4621 2.2625
H -1.9305 2.8245 -2.3306
H -1.4411 4.3609 -0.3972
H -0.7120 3.3628 1.7928
C -2.0470 -1.8822 0.2376
H -2.9230 -1.2222 0.1741
H -2.3890 -2.9278 0.0958
C 0.0820 -3.3850 0.6621
H -0.5342 -3.9149 -0.0841
H -0.1337 -3.7583 1.6967
H 1.1449 -3.5107 0.4360
Cl 4.6563 -1.6665 -1.8197
C 3.6667 -0.1991 -1.3509
Cl 4.3816 0.7660 0.0712
Cl 3.3599 0.9173 -2.8079
C 2.4226 -0.8344 -0.7295
N 1.3635 -1.2364 -0.3979
*
```

As for the expectation value of S²: 6.204. For the energy, the calculation gives -5751.2991 Eh. Its HOMO energy (alpha / beta) is -1.51 / -2.02 eV. As for the energy relative to the best compared isomer or geometry (same formula, charge and spin): 29.5 kcal/mol. Its LUMO energy (alpha / beta) is 1.71 / 1.83 eV.

***

Entry 8:
Computed, not measured: 2 unconnected molecules or ions with the total composition C10H8BrF at a distorted geometry, with the ωB97M-V functional and the def2-TZVPD basis.

```
! RIJCOSX wB97M-V def2-TZVPD def2/J DEFGRID3
* xyz 0 1
C 2.8468 -0.0799 0.6543
C 2.5012 1.2315 0.4496
C 1.8119 -1.0159 0.4568
C 1.3303 1.6380 -0.2061
C 0.6147 -0.6826 -0.0623
C 0.3315 0.7063 -0.5318
C -0.6233 -1.4835 -0.2481
C -1.0181 0.7430 -1.1216
C -1.6107 -0.4362 -0.9452
C -3.5696 -0.4900 0.5177
F -2.8916 -0.2092 1.6007
Br -4.8087 0.8591 0.1902
H 3.7876 -0.4399 1.0999
H 3.2884 2.0798 0.7925
H 1.9753 -1.9877 0.7820
H 1.3049 2.6319 -0.4487
H -0.3770 -2.4532 -0.6899
H -1.0074 -1.5421 0.7697
H -1.3931 1.6098 -1.5498
H -2.4929 -0.6792 -1.5100
*
```

For the energy, the calculation gives -3059.5727 Eh. Its HOMO energy is -8.29 eV. As for the energy relative to the best compared isomer or geometry (same formula, charge and spin): 17.0 kcal/mol. Its LUMO energy is -0.68 eV.